Molecular formula: C28H35F21O14
Method: DFT, ωB97M-V/def2-TZVPD

```
! wB97M-V def2-TZVPD RIJCOSX def2/J DEFGRID3
* xyz 0 1
H 2.964 -1.206 -1.543
F 2.678 -5.087 -2.289
F 3.045 0.785 -4.217
H 1.190 -9.768 -3.090
C 1.209 -6.487 -1.016
F -6.219 6.075 0.204
C 1.875 -1.246 -1.507
F -2.170 1.268 1.619
C -0.003 -8.022 -2.402
O 0.043 0.141 -0.667
C -2.074 1.205 0.323
H -1.845 -6.280 1.216
H 0.906 -8.592 -4.248
H -1.978 4.344 2.608
O 3.317 2.969 -5.844
C -6.364 1.149 2.138
H -6.634 0.096 2.066
F 6.733 4.266 1.567
H 5.696 1.951 -9.044
F 3.521 -6.100 -0.591
C -3.642 -6.020 2.327
C 6.733 3.983 2.806
F -4.557 4.095 6.812
C -3.152 5.033 5.061
H -0.818 5.515 3.233
H 3.219 3.012 -8.217
O 4.006 1.386 -7.387
H -4.483 -5.327 2.301
C -2.791 -5.742 1.153
O -5.616 3.060 0.784
C -0.191 3.405 3.230
C 5.371 3.267 3.198
H 3.582 1.818 1.699
C 0.417 -9.062 -3.394
H 4.103 0.426 4.439
C -1.391 -2.296 1.411
H -0.662 2.437 3.399
F 6.701 5.249 3.420
F 4.499 -0.368 -5.317
C -5.617 3.774 -0.285
C 4.741 2.158 -9.527
O 4.393 3.867 2.830
H -0.479 -9.608 -3.691
O -2.538 -4.366 1.000
C -6.118 1.727 0.760
F -2.121 -1.715 2.401
O -0.003 2.256 0.141
F 2.100 -4.462 -0.176
C 3.726 1.826 -6.152
H 2.751 1.615 -9.088
C -5.162 5.285 -0.032
H 1.621 -1.953 -0.717
H 1.908 0.396 0.045
F -2.516 4.338 7.301
C -0.581 1.250 -0.119
O -3.783 5.732 4.240
F 5.149 1.437 -4.262
C 2.358 -5.503 -1.015
C 4.134 0.884 -4.956
H 4.601 1.378 -10.276
F -2.673 2.300 -0.189
C -1.489 -3.778 1.713
F -4.496 5.854 -1.084
F -0.206 -1.755 1.500
H 2.329 0.812 2.597
H 1.541 -1.596 -2.484
H 0.702 3.478 3.850
H 1.759 0.934 -1.609
O -6.028 3.303 -1.385
F -4.303 5.356 0.994
C 4.089 1.304 3.793
O 0.986 -7.017 -2.309
O 5.348 2.002 3.735
H -5.379 1.135 0.220
H 3.737 0.126 1.946
C 3.383 1.035 2.432
F -1.786 -2.094 0.078
F 7.786 3.226 3.239
H -3.199 -5.944 3.320
F -2.659 0.099 -0.147
O -0.816 -4.357 2.550
C 3.598 2.048 -8.554
H -3.216 -5.882 0.159
H 4.856 3.109 -10.046
H -0.777 -7.397 -2.846
H -5.407 1.117 2.659
C -3.545 4.884 6.547
H -7.063 1.728 0.217
H -0.286 -8.447 -1.439
F -3.866 6.116 6.951
O 0.580 -6.774 0.006
H 0.081 3.512 2.179
H 3.486 2.016 4.355
H -7.052 1.725 2.758
C -1.308 4.563 3.439
H -4.044 -7.034 2.335
C 1.490 0.129 -0.926
O -1.936 4.518 4.780
*
```

Output
**Energy relative to the best compared isomer or geometry (same formula, charge and spin)**: 5.100 eV
**Highest occupied orbital energy**: -0.40082 Ha

***

Molecular formula: C30H31AuN2O3
Method: DFT, ωB97M-V/def2-TZVPD

```
! wB97M-V def2-TZVPD RIJCOSX def2/J DEFGRID3
* xyz -2 3
H -1.321 -2.784 -3.408
H -0.805 -2.932 0.975
H 4.868 1.660 -1.908
C -0.870 1.457 -1.745
H -3.778 -3.199 -0.724
H -2.867 0.487 -1.351
H -0.367 3.013 1.203
C -0.899 -3.346 -2.553
H 4.322 4.572 1.213
C -3.258 -3.061 -1.681
H -2.052 -5.863 -1.305
H 5.628 3.443 -3.458
C 5.104 5.351 -0.667
O -0.570 -1.313 -1.437
C 0.977 -1.642 1.450
H -0.671 1.240 -2.791
O 3.178 -1.154 -0.666
H -0.746 -5.017 -0.447
C 4.671 3.016 -0.232
Au 0.279 0.064 -0.114
C 5.289 2.869 4.763
C -0.267 0.008 2.499
H 1.956 -0.119 2.785
C 2.616 2.046 0.546
H 0.638 -2.929 -0.996
C 6.262 2.714 3.760
O 1.941 3.024 0.908
N 4.383 0.635 0.238
C 3.950 2.628 4.472
H -3.919 -3.470 -2.467
C -1.177 -0.935 1.921
H -2.257 -0.951 2.049
H -0.533 0.847 3.141
H 5.789 5.809 -2.654
C 5.462 5.023 -1.979
C 4.975 2.689 -1.551
N 2.188 0.886 -0.031
C -0.089 2.353 -0.928
C 4.132 1.962 0.704
H 1.809 -2.277 1.149
C -1.967 -3.743 -1.640
H 7.312 2.895 3.979
C -0.418 -1.979 1.329
C 3.577 2.241 3.183
H 0.958 -2.138 -2.578
C -0.695 2.387 0.379
H 3.165 2.744 5.223
H 5.133 6.378 -0.304
C -1.898 1.615 0.325
H 5.301 0.189 0.152
H -2.447 -4.844 0.091
C 4.680 4.347 0.203
C -2.017 1.050 -0.975
H 0.721 2.983 -1.276
H 2.519 2.067 2.984
H -2.645 1.572 1.114
C 3.249 -0.018 -0.211
H -3.139 -1.984 -1.871
C 5.385 3.698 -2.430
C 5.885 2.351 2.462
H -0.375 -4.228 -2.956
C 4.528 2.175 2.160
C 0.161 -2.422 -1.860
H 5.576 3.180 5.763
H 6.635 2.261 1.665
C -1.789 -4.923 -0.786
C 1.063 -0.459 2.272
*
```

Output
**Energy relative to the best compared isomer or geometry (same formula, charge and spin)**: 0.533 eV
**Highest occupied orbital energy (alpha / beta)**: 0.00781 / 0.01228 Ha

***

Molecular formula: C15H20BBrF4NOSV
Method: DFT, ωB97M-V/def2-TZVPD

```
! wB97M-V def2-TZVPD RIJCOSX def2/J DEFGRID3
* xyz -1 4
H -1.687 -0.541 1.388
N 2.311 3.576 -2.991
C -2.812 -3.070 0.649
C -0.473 0.568 0.054
F 6.072 0.698 -1.043
V 2.636 2.000 -2.092
H -1.087 -4.473 -0.944
C -0.407 3.173 0.095
C -0.957 1.879 0.706
C -0.989 -0.617 0.562
C 0.738 -0.812 -1.495
F 4.504 1.352 -2.634
H 0.672 3.245 0.199
H -2.780 1.948 -0.464
H 0.284 -4.523 0.183
H -1.238 -2.278 2.772
C 0.210 -1.968 -0.970
H -3.259 -3.962 1.097
B 4.856 1.291 -1.221
H -0.853 4.021 0.622
O 1.070 1.493 -1.580
C -2.489 1.945 0.588
C -0.558 1.867 2.191
H -2.859 2.860 1.056
Br 1.942 -0.916 -2.982
H -1.255 -5.274 0.624
H -1.002 1.024 2.724
H -3.213 -2.195 1.162
H 0.502 -2.912 -1.407
C -0.801 -4.425 0.109
F 4.804 2.613 -0.763
H 0.212 -3.183 2.332
C 0.464 0.488 -1.012
H -0.658 3.257 -0.960
H -3.116 -3.016 -0.398
C -0.875 -3.158 2.240
S 2.471 6.166 -3.995
H -1.286 -4.047 2.728
H -0.890 2.790 2.674
C -1.280 -3.124 0.757
C -0.674 -1.891 0.096
F 3.803 0.566 -0.602
H -2.973 1.095 1.071
H 0.527 1.796 2.285
C 2.390 4.675 -3.414
*
```

Output
**Highest occupied orbital energy (alpha / beta)**: -0.13696 / -0.20099 Ha

***

Molecular formula: C60H100N14O17
Method: DFT, ωB97M-V/def2-TZVPD

```
! wB97M-V def2-TZVPD RIJCOSX def2/J DEFGRID3
* xyz 4 1
H -5.992 8.733 5.535
H 1.747 0.760 0.032
C 2.881 -2.438 3.853
C -6.892 8.146 5.668
C 0.721 0.381 0.329
C -1.777 1.845 -5.644
C -9.669 6.780 3.127
O -0.219 -1.967 -4.066
N -6.865 0.485 -2.363
H 1.345 -0.593 -4.597
H 0.763 2.089 2.215
H -0.324 4.649 -1.168
C 7.297 -7.344 3.521
H 0.056 -0.917 -1.373
H 9.201 -7.744 -0.699
C -2.972 -3.850 0.420
H 9.653 -7.980 -4.379
H 8.745 -4.529 -5.912
N -0.193 1.520 0.274
H -10.558 7.344 3.176
H -7.046 8.476 2.323
H 3.043 -6.375 -3.498
H -2.871 4.716 -6.468
C 2.977 -0.312 -3.437
C -3.638 -3.013 -0.426
H 1.204 4.022 -4.789
C 9.443 -6.912 -4.564
H -3.646 3.186 -7.027
H -8.744 10.432 6.401
H -5.697 8.441 3.492
H 1.450 1.348 4.367
H -7.522 2.572 -2.615
C 0.121 2.565 1.499
C 1.930 0.151 -4.137
C -8.295 9.624 4.150
H 0.989 2.336 -1.426
N 6.496 -6.102 3.572
H 6.673 -2.852 4.257
H -9.641 5.648 3.233
H -6.250 -2.196 1.636
H -7.418 -1.468 0.221
C -4.850 -2.458 -0.012
C 0.424 2.066 -4.781
H 2.233 -3.317 3.860
C -1.690 1.009 0.349
N 3.057 -0.128 4.114
H 0.772 0.149 1.380
H 6.010 -1.394 3.020
H -0.591 0.181 -4.808
H 1.698 -1.983 0.923
O 3.349 1.914 -0.274
H 5.398 -0.777 -2.668
H -7.451 10.445 4.198
C 4.978 -1.366 3.370
H -8.618 0.256 -1.110
H -6.566 7.127 5.697
H 2.571 0.991 5.660
C 1.650 1.508 -4.127
H 5.289 -8.112 -3.442
H -1.743 0.329 1.230
H 9.366 -6.721 -5.595
C -0.098 2.423 -0.986
H 8.987 -4.408 -3.497
H -2.346 1.837 0.555
H -3.162 -4.908 3.503
H -6.371 7.029 3.049
H 1.696 -2.838 -0.522
H -7.477 8.248 7.866
H 6.666 -8.236 3.731
H -12.465 10.432 5.298
H 7.244 -4.665 -3.245
H -3.072 -6.113 2.184
N -7.661 8.193 4.371
C -6.904 -1.049 -0.642
H -9.742 7.753 5.128
H 2.422 3.463 -3.529
H 4.035 -6.034 -2.176
H -11.635 12.168 5.704
C 0.371 3.461 -5.087
H -1.795 0.589 -0.606
H -8.711 8.828 6.851
C 8.095 -4.879 -3.961
H 1.277 -1.207 4.496
H -1.999 -4.262 0.183
H 3.414 -5.090 2.854
O -1.966 -1.317 -2.983
O 5.067 -6.086 -3.949
N -0.987 -2.125 -3.109
H -0.449 -1.530 0.167
N 3.811 1.511 0.851
H 2.450 -1.356 -0.569
H -7.279 9.749 7.131
C 2.537 1.133 4.604
H 9.577 -5.869 -2.187
C 8.909 -7.847 -1.732
C 7.885 -4.316 -5.353
H -3.973 -1.252 -2.445
C -6.674 8.008 3.269
H -8.532 6.207 4.915
C -0.845 3.992 -5.476
H 8.064 -4.980 4.356
H 4.636 -0.461 -1.147
O -0.631 -2.891 2.650
O -4.539 2.588 -3.670
H -9.168 6.773 2.157
C -3.171 3.744 -6.206
O -0.834 -3.052 -2.275
H 5.608 0.874 -1.812
H 4.803 0.794 3.332
H 3.624 -4.708 -3.142
C -8.863 7.131 4.420
C -5.703 -0.005 -2.777
O 3.116 1.795 1.907
H -0.998 5.074 -5.592
C -7.386 1.640 -3.169
C 5.003 -3.856 3.545
H -11.344 10.855 6.866
C -5.396 -2.716 1.252
H -1.813 -4.911 2.507
H 7.411 -8.322 -3.840
C 6.314 -3.782 3.941
C 0.566 3.790 0.729
H -5.153 -3.888 3.004
C -4.695 -3.626 2.035
H 5.917 -7.045 -2.253
C -7.644 8.721 6.909
H 7.863 -5.937 -1.694
H 4.310 2.449 -2.239
O 6.848 -6.204 0.680
H 4.832 -7.021 2.523
O -2.625 3.491 -3.219
H -8.338 1.356 -3.599
C -4.996 -0.963 -2.103
H -0.742 2.103 -1.850
O 4.832 0.815 1.011
N -3.544 -4.159 1.607
C -0.692 1.247 -5.079
C 4.965 0.011 -2.077
C -11.616 11.001 5.778
O -3.061 1.412 -2.675
O 6.832 -4.075 1.042
N -3.409 2.506 -3.165
H 7.736 -7.347 2.536
C 4.295 -0.142 3.523
C 7.038 -4.951 3.905
N 8.309 -6.360 -3.684
C 2.548 2.412 -3.535
H -8.960 9.393 3.359
H 9.645 -8.464 -2.221
N -1.851 3.174 -5.802
C 1.577 -1.880 -0.139
C 3.893 -5.741 -3.188
C 5.253 -6.142 3.044
H 10.423 -6.417 -4.242
O -2.371 -1.617 2.821
H 0.624 4.712 1.289
H -5.210 0.570 -3.545
C 7.168 -7.251 -4.075
O -10.403 10.394 5.082
H -1.439 3.957 -0.044
O 6.635 -4.711 -0.901
N -1.149 -1.781 2.933
C 4.226 -2.576 3.571
H -0.769 2.844 2.063
C -7.561 -0.086 -1.395
C 2.328 -1.238 4.173
H -6.609 1.854 -3.927
C 0.341 -0.965 -0.343
H 7.859 -3.334 -5.050
C 3.656 1.879 -2.894
H 6.955 -4.572 -5.804
C -5.604 -1.477 -0.894
C 5.815 -7.154 -3.352
C 4.452 -5.041 3.143
H -3.202 -2.861 -1.407
N 3.871 0.534 -2.826
H 6.949 -7.200 -5.120
H -11.917 10.782 -3.386
C -9.149 10.272 5.243
H 3.214 -1.331 -3.365
H -2.672 1.317 -5.982
C -0.393 3.878 -0.440
H 3.143 1.966 4.335
N 6.782 -5.027 0.264
C -2.871 -5.087 2.461
H -3.744 3.680 -5.312
H 8.045 -7.380 4.305
C 8.696 -6.444 -2.232
H 1.526 3.559 0.365
O -0.361 -0.841 3.280
H 7.952 -8.342 -1.617
*
```

Output
**Highest occupied orbital energy**: -0.36830 Ha

***

Computed values of E (unit: Eh) for the preceding records, in sequence: -4238.43482 -1632.46382 -5054.47587 -4389.53969.